{
  "formula": "C20H20Cl2N4RuSSb",
  "method": "the ωB97M-V functional and the def2-TZVPD basis",
  "lumo_energy_ev": [-11.4, -12.6],
  "homo_energy_ev": [-17.988, -17.989],
  "s_squared": 6.040,
  "multiplicity": 5,
  "homo_lumo_gap_ev": [6.5443, 5.3433],
  "charge": 3,
  "symbols": ["Ru", "C", "C", "C", "C", "C", "C", "N", "Sb", "C", "C", "C", "C", "C", "C", "N", "C", "C", "C", "C", "C", "C", "N", "H", "H", "H", "H", "H", "H", "H", "H", "H", "H", "H", "H", "H", "H", "H", "H", "H", "H", "Cl", "C", "Cl", "H", "H", "S", "C", "N"],
  "coordinates": [[-0.31, -0.31, -0.36], [-2.59, 1.96, -1.68], [-1.41, 2.56, -1.00], [-1.32, 3.95, -1.03], [-0.32, 4.61, -0.38], [0.58, 3.85, 0.35], [0.47, 2.47, 0.36], [-0.50, 1.81, -0.34], [1.86, 1.55, 1.68], [0.33, 0.26, 2.47], [0.37, 0.19, 3.86], [-0.61, -0.52, 4.54], [-1.59, -1.14, 3.81], [-1.59, -1.06, 2.42], [-2.70, -1.73, 1.69], [-0.64, -0.36, 1.76], [2.71, 0.22, 0.25], [4.10, 0.21, 0.28], [4.79, -0.60, -0.62], [4.05, -1.37, -1.48], [2.65, -1.33, -1.47], [1.98, -2.19, -2.49], [2.00, -0.53, -0.62], [-3.08, 2.72, -2.29], [-3.32, 1.63, -0.94], [-2.31, 1.15, -2.34], [-2.07, 4.50, -1.59], [-0.25, 5.69, -0.41], [1.37, 4.33, 0.92], [1.16, 0.69, 4.40], [-0.60, -0.57, 5.62], [-2.37, -1.69, 4.30], [-3.18, -2.47, 2.34], [-2.36, -2.25, 0.81], [-3.47, -1.01, 1.43], [4.64, 0.82, 0.99], [5.87, -0.63, -0.63], [4.54, -2.02, -2.19], [2.54, -3.11, -2.60], [2.00, -1.69, -3.46], [0.94, -2.43, -2.27], [-0.54, -0.35, -2.66], [-2.89, -1.21, -2.95], [-3.30, -1.23, -1.35], [-2.45, -2.09, -3.38], [-3.14, -0.36, -3.55], [0.20, -5.09, 0.02], [-0.03, -3.50, -0.08], [-0.20, -2.34, -0.16]],
  "lowdin_charge": [1.220, -0.065, -0.283, 0.022, 0.021, -0.088, -0.429, -0.082, 1.632, -0.421, -0.090, 0.016, 0.023, -0.285, -0.065, -0.072, -0.448, -0.096, 0.007, 0.014, -0.299, -0.082, -0.028, 0.108, 0.089, -0.045, 0.139, 0.143, 0.103, 0.102, 0.143, 0.140, 0.108, -0.004, 0.084, 0.102, 0.142, 0.140, 0.102, 0.099, -0.007, 0.342, -0.357, 0.826, 0.054, 0.060, 1.027, -0.725, -0.038]
}